# 1
Molecular formula: C34H63B2NO36P5Zr
Method: DFT, wB97M-V/def2-TZVPD

## Properties
Energy above the lowest of the compared OMol25 structures with the same formula, charge and spin = 0.0 kJ/mol
Charge = -1
HOMO = -2.93 eV

```
142
Properties=species:S:1:pos:R:3:lowdin_charge:R:1
Zr 1.24 1.05 0.12 1.848
O 0.28 2.88 8.80 0.160
C -0.02 2.94 7.64 -0.399
O 0.81 2.87 6.61 0.243
B 0.08 3.20 5.38 -0.858
O -1.32 3.48 5.82 0.188
C -1.43 3.23 7.12 -0.400
O -2.41 3.37 7.78 0.154
O 0.09 2.16 4.33 0.241
C 0.59 2.62 3.22 -0.321
O 0.70 1.98 2.21 -0.002
C 0.97 4.13 3.44 -0.360
O 0.69 4.36 4.70 0.246
O 1.47 4.85 2.63 0.161
O -0.06 -7.67 -0.65 0.162
C -0.47 -6.57 -0.89 -0.385
O 0.25 -5.48 -1.11 0.205
B -0.66 -4.40 -1.55 -0.874
O -2.04 -4.92 -1.32 0.201
C -1.96 -6.22 -1.04 -0.402
O -2.87 -6.97 -0.85 0.153
O -0.58 -3.12 -0.82 0.213
C -0.45 -2.12 -1.66 -0.376
O -0.37 -0.97 -1.32 0.090
C -0.25 -2.70 -3.08 -0.376
O -0.41 -4.01 -2.96 0.226
O 0.06 -2.11 -4.08 0.146
P 4.05 1.64 0.63 0.085
O 2.87 0.94 1.41 -0.476
O 5.30 0.79 0.30 -0.409
O 4.93 2.83 1.09 -0.432
O 3.00 1.84 -0.54 -0.518
C 1.21 5.89 -0.32 -0.024
C 0.98 4.46 -0.26 -0.154
N 0.81 3.35 -0.08 0.139
H 1.74 6.12 0.60 0.087
H 0.33 6.52 -0.45 0.089
H 1.90 6.15 -1.13 0.086
C -3.13 4.31 2.93 -0.038
C -2.43 3.69 1.74 -0.222
O -2.71 2.27 1.86 -0.163
P -2.43 1.35 0.61 0.448
O -1.02 1.25 0.22 -0.297
O -3.14 -0.01 1.05 -0.168
C -3.36 -1.02 0.06 -0.233
C -4.43 -1.91 0.68 -0.044
O -3.39 1.85 -0.54 -0.183
C -4.83 1.93 -0.39 -0.221
C -5.57 1.53 -1.65 -0.066
H -3.21 5.40 2.86 0.085
H -4.15 3.92 2.91 0.083
H -2.72 4.01 3.89 0.070
H -2.88 4.02 0.79 0.113
H -1.36 3.89 1.69 0.101
H -3.59 -0.67 -0.95 0.111
H -2.46 -1.61 -0.12 0.091
H -4.52 -2.85 0.15 0.087
H -4.35 -2.06 1.75 0.066
H -5.36 -1.34 0.55 0.073
H -5.14 1.34 0.47 0.119
H -4.95 3.00 -0.20 0.120
H -5.53 2.30 -2.43 0.075
H -5.12 0.62 -2.06 0.056
H -6.63 1.35 -1.49 0.084
C 2.67 -2.11 4.85 -0.065
C 1.75 -1.15 4.12 -0.228
O 0.74 -2.02 3.56 -0.171
P -0.23 -1.38 2.47 0.455
O 0.51 -0.62 1.46 -0.290
O -1.21 -0.45 3.28 -0.157
C -2.14 -0.95 4.22 -0.255
C -2.73 0.19 4.99 -0.040
O -1.20 -2.49 1.91 -0.145
C -1.17 -3.83 2.45 -0.237
C -2.46 -4.58 2.24 -0.042
H 3.53 -1.63 5.32 0.090
H 2.11 -2.77 5.52 0.081
H 3.22 -2.73 4.14 0.056
H 1.47 -0.42 4.89 0.127
H 2.35 -0.66 3.35 0.101
H -2.92 -1.49 3.66 0.107
H -1.73 -1.67 4.94 0.126
H -2.02 0.74 5.60 0.075
H -3.18 0.92 4.31 0.079
H -3.61 -0.16 5.55 0.087
H -0.31 -4.37 2.03 0.110
H -0.93 -3.81 3.51 0.113
H -3.28 -4.07 2.75 0.071
H -2.75 -4.39 1.20 0.066
H -2.54 -5.66 2.39 0.091
C 2.49 0.97 -6.48 -0.053
C 1.11 0.77 -5.84 -0.234
O 1.29 0.63 -4.43 -0.162
P 0.43 1.42 -3.38 0.438
O 0.93 1.35 -2.01 -0.318
O 0.38 2.94 -3.86 -0.160
C 1.62 3.64 -3.95 -0.253
C 1.33 5.12 -4.19 -0.058
O -1.04 0.86 -3.44 -0.145
C -1.89 1.03 -4.59 -0.249
C -3.30 1.08 -4.07 -0.065
H 2.33 1.32 -7.51 0.079
H 3.06 1.76 -6.00 0.059
H 3.00 0.02 -6.53 0.083
H 0.48 1.63 -6.06 0.106
H 0.64 -0.14 -6.22 0.124
H 2.29 3.46 -3.10 0.122
H 2.19 3.33 -4.83 0.102
H 0.82 5.21 -5.15 0.077
H 0.70 5.49 -3.39 0.067
H 2.27 5.66 -4.30 0.086
H -1.61 1.92 -5.17 0.112
H -1.82 0.16 -5.26 0.122
H -3.39 2.02 -3.52 0.077
H -4.00 1.06 -4.91 0.088
H -3.48 0.21 -3.44 0.074
C 2.98 -5.29 -2.65 -0.052
C 3.47 -3.86 -2.54 -0.227
O 2.57 -3.02 -1.77 -0.156
P 3.21 -1.75 -1.07 0.461
O 2.23 -0.69 -0.73 -0.304
O 4.00 -2.32 0.15 -0.124
C 3.41 -2.74 1.38 -0.229
C 2.41 -3.86 1.21 -0.055
O 4.38 -1.30 -2.01 -0.140
C 4.12 -0.63 -3.26 -0.239
C 4.34 0.86 -3.09 -0.068
H 3.74 -5.97 -3.02 0.082
H 2.72 -5.62 -1.64 0.066
H 2.03 -5.38 -3.17 0.076
H 4.43 -3.91 -2.02 0.121
H 3.60 -3.42 -3.53 0.116
H 4.19 -3.08 2.06 0.124
H 2.92 -1.85 1.78 0.089
H 2.23 -4.27 2.20 0.082
H 1.46 -3.59 0.76 0.059
H 2.87 -4.62 0.56 0.083
H 4.83 -0.99 -4.00 0.118
H 3.12 -0.81 -3.67 0.101
H 3.52 1.45 -2.69 0.034
H 5.18 1.02 -2.41 0.090
H 4.61 1.31 -4.06 0.068
```

# 2
Molecular formula: C34H63N9O10S
Method: DFT, wB97M-V/def2-TZVPD

## Properties
SMILES = C=Cc1c(S)ccc2c1C(=O)NC2=O.CN(C)C=O.CN(C)C=O.CN(C)C=O.CN(C)C=O.CN(C)C=O.CN(C)C=O.CN(C)C=O.CN(C)C=O
Charge = 0
HOMO = -8.18 eV

```
117
Properties=species:S:1:pos:R:3:lowdin_charge:R:1
C 2.30 -4.11 3.81 0.024
C 2.11 -3.14 2.91 -0.143
C 1.18 -2.03 3.31 -0.199
C 1.60 -0.73 3.59 -0.522
S 3.36 -0.40 3.45 0.799
C 0.75 0.28 3.98 -0.054
C -0.65 -0.02 4.12 0.022
C -1.01 -1.30 3.82 -0.086
C -0.14 -2.33 3.43 -0.033
C -0.93 -3.63 3.21 -0.323
O -0.58 -4.78 3.23 0.150
N -2.29 -3.15 3.04 0.130
C -2.38 -1.97 3.87 -0.364
O -3.33 -1.64 4.52 0.104
H 2.43 -3.78 4.84 0.077
H 2.28 -5.17 3.55 0.066
H 2.56 -3.13 1.91 0.073
H 3.56 -0.14 2.13 -0.120
H 1.15 1.27 4.18 0.102
H -1.40 0.70 4.42 0.113
H -2.40 -2.85 2.07 0.137
C -2.90 4.05 3.89 -0.058
N -1.51 4.42 3.81 -0.201
C -0.83 4.89 5.01 -0.038
C -0.81 4.35 2.66 -0.364
O 0.37 4.64 2.53 0.012
H -3.49 4.92 4.22 0.090
H -3.01 3.25 4.61 0.086
H -3.27 3.72 2.92 0.083
H -0.45 5.90 4.85 0.094
H 0.01 4.24 5.23 0.090
H -1.52 4.89 5.85 0.086
H -1.41 3.99 1.80 0.123
C 2.07 -3.01 -3.49 -0.052
N 2.26 -3.34 -2.09 -0.187
C 1.76 -4.61 -1.58 -0.032
C 2.88 -2.50 -1.24 -0.348
O 3.07 -2.72 -0.05 -0.009
H 1.00 -3.00 -3.72 0.092
H 2.56 -3.77 -4.11 0.087
H 2.50 -2.04 -3.71 0.084
H 1.04 -4.43 -0.78 0.093
H 2.59 -5.19 -1.17 0.093
H 1.29 -5.17 -2.38 0.086
H 3.22 -1.57 -1.72 0.128
C 0.35 3.65 -0.97 -0.041
N 0.15 2.36 -1.60 -0.178
C 0.51 2.17 -2.99 -0.049
C -0.36 1.34 -0.90 -0.360
O -0.56 0.21 -1.34 -0.014
H -0.23 4.40 -1.50 0.094
H 1.41 3.91 -1.01 0.096
H 0.04 3.62 0.07 0.049
H -0.37 1.87 -3.55 0.073
H 1.26 1.38 -3.06 0.086
H 0.91 3.09 -3.41 0.081
H -0.59 1.60 0.14 0.128
C -3.02 2.81 -7.34 -0.064
N -2.94 2.60 -5.91 -0.193
C -3.54 1.42 -5.33 -0.037
C -2.31 3.47 -5.10 -0.361
O -2.21 3.35 -3.89 -0.004
H -4.07 2.86 -7.64 0.087
H -2.54 1.97 -7.86 0.087
H -2.52 3.73 -7.62 0.083
H -4.30 1.71 -4.60 0.089
H -2.78 0.83 -4.82 0.091
H -4.00 0.81 -6.11 0.085
H -1.89 4.33 -5.64 0.133
C -4.76 -0.20 -0.37 -0.055
N -5.68 -1.26 -0.02 -0.202
C -5.31 -2.15 1.06 -0.035
C -6.85 -1.45 -0.67 -0.361
O -7.65 -2.33 -0.41 0.011
H -3.81 -0.65 -0.66 0.090
H -4.61 0.44 0.50 0.088
H -5.14 0.40 -1.19 0.082
H -5.25 -3.17 0.69 0.099
H -6.07 -2.11 1.85 0.099
H -4.35 -1.85 1.47 0.059
H -7.03 -0.72 -1.47 0.131
C 3.77 2.30 -7.82 -0.057
N 2.68 2.52 -6.90 -0.194
C 2.97 2.75 -5.49 -0.031
C 1.39 2.53 -7.31 -0.344
O 0.43 2.71 -6.59 0.010
H 4.33 1.41 -7.50 0.090
H 4.44 3.16 -7.81 0.090
H 3.40 2.14 -8.83 0.082
H 2.47 1.98 -4.90 0.072
H 2.58 3.72 -5.20 0.094
H 4.04 2.71 -5.31 0.091
H 1.29 2.35 -8.39 0.132
C 8.48 -1.19 -1.88 -0.057
N 7.05 -0.94 -1.91 -0.197
C 6.14 -1.99 -1.48 -0.038
C 6.54 0.24 -2.31 -0.358
O 5.35 0.50 -2.35 0.000
H 8.71 -2.03 -2.53 0.089
H 8.79 -1.43 -0.86 0.091
H 9.03 -0.32 -2.22 0.082
H 5.47 -2.23 -2.31 0.084
H 5.54 -1.63 -0.64 0.088
H 6.69 -2.87 -1.19 0.094
H 7.31 0.97 -2.61 0.131
C -3.67 -3.19 9.37 -0.062
N -2.71 -2.64 8.43 -0.194
C -3.17 -2.09 7.17 -0.045
C -1.39 -2.62 8.70 -0.361
O -0.53 -2.17 7.95 0.008
H -4.21 -4.01 8.90 0.089
H -4.38 -2.41 9.65 0.088
H -3.17 -3.55 10.26 0.081
H -2.71 -2.63 6.36 0.071
H -2.88 -1.04 7.10 0.097
H -4.25 -2.18 7.10 0.094
H -1.13 -3.05 9.68 0.130
```

# 3
Molecular formula: C34H63O28PS7
Method: DFT, wB97M-V/def2-TZVPD

## Properties
Energy above the lowest of the compared OMol25 structures with the same formula, charge and spin = 618.3 kJ/mol
SMILES = CCCCCCCCCCCCPCCc1ccccc1.O=S1(=O)OCCO1.O=S1(=O)OCCO1.O=S1(=O)OCCO1.O=S1(=O)OCCO1.O=S1(=O)OCCO1.O=S1(=O)OCCO1.O=S1(=O)OCCO1
Charge = 0
HOMO = -8.05 eV

```
133
Properties=species:S:1:pos:R:3:lowdin_charge:R:1
C 3.18 1.18 5.80 -0.129
C 1.93 1.44 4.79 -0.264
C 2.13 2.74 3.88 -0.199
C 1.16 2.84 2.59 -0.198
C 0.08 1.66 2.45 -0.204
C -1.16 1.77 3.48 -0.188
C -1.43 0.45 4.36 -0.204
C -1.47 -0.92 3.53 -0.187
C -0.33 -1.91 4.14 -0.192
C 0.08 -3.07 3.09 -0.210
C 1.64 -2.88 2.75 -0.274
C 1.83 -3.41 1.21 -0.398
P 1.98 -1.79 0.17 0.904
C 3.19 -2.10 -1.26 -0.440
C 4.01 -0.81 -1.75 -0.236
C 3.23 0.57 -1.64 -0.200
C 4.01 1.77 -0.97 -0.009
C 3.36 3.19 -0.83 -0.077
C 1.91 3.45 -1.37 -0.083
C 1.11 2.27 -2.03 -0.068
C 1.80 0.86 -2.15 -0.056
H 3.27 1.98 6.61 0.071
H 4.11 1.10 5.13 0.074
H 3.00 0.13 6.24 0.071
H 1.83 0.46 4.20 0.085
H 1.02 1.64 5.47 0.101
H 2.02 3.68 4.54 0.112
H 3.23 2.72 3.52 0.105
H 1.85 2.76 1.66 0.087
H 0.66 3.87 2.54 0.099
H -0.38 1.77 1.39 0.105
H 0.58 0.62 2.44 0.091
H -1.06 2.65 4.21 0.102
H -2.12 1.96 2.87 0.106
H -2.47 0.59 4.85 0.103
H -0.69 0.31 5.23 0.091
H -2.47 -1.43 3.78 0.069
H -1.38 -0.79 2.40 0.114
H -0.75 -2.46 5.07 0.115
H 0.57 -1.31 4.52 0.081
H -0.04 -4.10 3.59 0.107
H -0.61 -3.01 2.17 0.097
H 1.93 -1.76 2.79 0.060
H 2.35 -3.46 3.42 0.106
H 0.88 -3.94 0.83 0.069
H 2.76 -4.07 1.13 0.071
H 0.72 -1.50 -0.45 -0.068
H 3.98 -2.90 -0.95 0.089
H 2.59 -2.52 -2.15 0.041
H 5.01 -0.77 -1.17 0.116
H 4.30 -0.99 -2.85 0.110
H 5.08 1.57 -0.59 0.079
H 3.96 4.04 -0.34 0.088
H 1.48 4.50 -1.26 0.084
H 0.05 2.46 -2.43 0.082
H 1.19 0.04 -2.67 0.085
O -1.44 7.51 5.34 -0.227
S -1.55 6.31 4.56 0.648
O -0.49 5.36 4.45 -0.241
O -2.05 6.72 3.07 -0.191
C -3.28 6.04 2.78 -0.164
C -3.95 5.83 4.13 -0.176
O -2.89 5.52 5.03 -0.184
H -3.04 5.09 2.31 0.130
H -3.89 6.64 2.10 0.139
H -4.68 5.02 4.10 0.061
H -4.44 6.75 4.47 0.142
O 2.70 -6.50 -6.70 -0.223
S 2.16 -5.18 -6.54 0.655
O 1.49 -4.48 -7.60 -0.235
O 3.33 -4.22 -5.95 -0.186
C 2.90 -3.66 -4.71 -0.185
C 1.94 -4.67 -4.12 -0.175
O 1.20 -5.18 -5.23 -0.186
H 2.40 -2.71 -4.92 0.135
H 3.76 -3.48 -4.06 0.126
H 1.27 -4.23 -3.38 0.132
H 2.47 -5.51 -3.66 0.137
O -3.27 -2.77 1.35 -0.263
S -4.11 -2.98 2.49 0.641
O -4.74 -1.91 3.20 -0.234
O -3.29 -3.90 3.55 -0.201
C -4.02 -5.09 3.82 -0.167
C -4.83 -5.36 2.56 -0.166
O -5.25 -4.08 2.10 -0.183
H -4.68 -4.91 4.67 0.132
H -3.34 -5.91 4.06 0.137
H -5.69 -6.00 2.74 0.137
H -4.20 -5.81 1.78 0.136
O -0.39 -3.27 -13.58 -0.232
S 0.99 -3.49 -13.25 0.648
O 2.07 -2.96 -14.03 -0.230
O 1.22 -5.08 -13.06 -0.194
C 1.71 -5.34 -11.74 -0.169
C 1.16 -4.22 -10.88 -0.176
O 1.21 -3.05 -11.70 -0.191
H 2.80 -5.31 -11.78 0.133
H 1.39 -6.32 -11.40 0.137
H 1.73 -4.08 -9.96 0.111
H 0.11 -4.40 -10.62 0.137
O -4.71 -2.10 0.04 -0.266
S -4.04 -1.60 -1.12 0.668
O -3.01 -2.33 -1.80 -0.218
O -3.48 -0.11 -0.77 -0.185
C -4.02 0.83 -1.68 -0.171
C -5.37 0.26 -2.10 -0.173
O -5.16 -1.15 -2.21 -0.187
H -3.35 0.91 -2.54 0.132
H -4.12 1.81 -1.21 0.136
H -5.72 0.67 -3.05 0.136
H -6.13 0.43 -1.33 0.133
O 7.29 2.50 -0.56 -0.242
S 7.95 3.01 -1.72 0.648
O 8.98 2.29 -2.41 -0.222
O 8.51 4.49 -1.38 -0.189
C 7.94 5.44 -2.29 -0.170
C 6.60 4.86 -2.69 -0.173
O 6.82 3.45 -2.80 -0.195
H 8.61 5.52 -3.15 0.133
H 7.84 6.41 -1.81 0.137
H 6.23 5.26 -3.64 0.138
H 5.85 5.02 -1.91 0.120
O -5.63 3.70 2.97 -0.238
S -6.46 3.48 4.12 0.644
O -7.13 4.53 4.82 -0.209
O -5.61 2.60 5.19 -0.182
C -6.30 1.38 5.47 -0.159
C -7.09 1.07 4.20 -0.162
O -7.55 2.34 3.73 -0.185
H -6.97 1.55 6.32 0.134
H -5.60 0.59 5.71 0.137
H -7.93 0.40 4.39 0.140
H -6.45 0.64 3.43 0.130
```